This record from the OMol25 dataset describes 10 unconnected molecules or ions with the total composition C6H31NO10 in a non-equilibrium geometry. The level of theory is wB97M-V/def2-TZVPD.

```
! RIJCOSX wB97M-V def2-TZVPD def2/J DEFGRID3
* xyz 0 1
C -0.9223 -1.6403 1.9113
C -0.5533 -0.8175 0.7006
C -1.4355 0.3923 0.4041
C -0.4101 -1.7154 -0.5782
C -1.7026 -2.4159 -0.9454
N -0.0268 -0.8274 -1.6884
C 1.0977 -0.1475 -1.7627
O 2.0820 -0.3801 -1.0239
H -1.0291 -1.0593 2.8389
H -2.0026 -1.8173 1.9441
H -0.1688 -2.4010 2.0852
H 0.4493 -0.3927 0.8041
H -2.2683 0.0366 -0.1729
H -0.8362 1.2346 0.0638
H -1.9384 0.8769 1.2511
H 0.3542 -2.4705 -0.4051
H -2.3710 -1.7703 -1.5195
H -1.5668 -3.3065 -1.5609
H -2.2132 -2.8010 -0.0688
H -0.8551 -0.4411 -2.1281
H 1.2240 0.5133 -2.6173
O 2.7769 -1.8069 1.2207
H 2.7992 -2.7287 0.9459
H 2.3165 -1.3285 0.5113
O 2.6669 -3.0580 -1.5646
H 2.4497 -2.1140 -1.5783
H 3.5767 -3.2422 -1.7932
O -4.2692 -2.6308 1.8206
H -4.2060 -2.5548 2.7798
H -3.7436 -1.8996 1.4844
O -0.0021 3.3803 0.3358
H 0.2460 4.2925 0.5162
H 0.8456 2.8593 0.2671
O -2.2684 1.1316 -3.3624
H -2.2829 1.8458 -2.6907
H -2.8378 1.4571 -4.0644
O -2.1224 3.1890 -1.4640
H -1.8729 3.9428 -2.0112
H -1.3877 3.1093 -0.8315
O -1.2715 2.9399 2.7512
H -0.4418 2.6078 3.0927
H -1.0667 2.9892 1.7976
O 2.3343 2.1351 0.2873
H 2.3137 1.2361 -0.0753
H 2.9377 2.1059 1.0404
O 3.7740 0.5062 2.2259
H 3.7521 -0.3583 1.7695
H 3.5725 0.3040 3.1409
*
```

SMILES ... CC(C)[C@@H](C)NC=O.O.O.O.O.O.O.O.O.O
Relative energy (zero: lowest compared OMol25 entry of this formula, charge and spin) ... 5.6 kcal/mol
Kohn-Sham gap ... 10.8 eV